[1]
Formula: C25H36NO2PSTc
Source: the OMol25 dataset
Level of theory: ωB97M-V/def2-TZVPD

Output
Lowest unoccupied orbital energy (spin up / spin down), eV: -6.4 / -8.1
Net charge: +2
Relative energy (zero: lowest compared OMol25 entry of this formula, charge and spin), kcal/mol: 12.2
E_tot, Eh: -1999.1643
2S+1: 4
Kohn-Sham gap (spin up / spin down), eV: 7.9911 / 6.4420

The geometry in XYZ format:
```
67
Properties=species:S:1:pos:R:3:lowdin_spin:R:1
Tc 8.106 7.909 11.230 2.3493
C 7.701 6.729 13.095 0.0437
C 8.259 5.841 12.148 0.0205
C 7.355 5.714 11.049 0.0087
C 6.246 6.555 11.340 0.0298
C 6.452 7.191 12.609 -0.0096
H 8.202 6.943 13.992 0.0036
H 9.177 5.308 12.225 0.0038
H 7.417 4.985 10.229 0.0019
H 5.402 6.606 10.732 0.0044
H 5.815 7.923 13.058 -0.0001
O 9.879 8.566 11.758 0.1714
N 10.093 9.761 12.310 0.0272
C 11.372 10.059 12.708 -0.0002
C 11.684 11.270 13.306 0.0145
C 10.629 12.181 13.450 0.0029
C 9.385 11.834 13.029 0.0115
C 9.090 10.606 12.450 0.0234
S 7.614 10.125 11.761 0.1621
H 12.076 9.278 12.418 0.0000
H 12.728 11.425 13.559 0.0007
H 10.818 13.111 13.927 -0.0001
H 8.569 12.490 13.306 0.0004
C 8.903 9.691 15.810 0.0001
O 9.154 8.785 14.732 0.0005
H 9.826 10.111 16.260 0.0000
H 8.359 9.179 16.624 0.0000
H 8.317 10.482 15.437 0.0001
H 9.586 7.985 15.090 0.0000
C 8.533 5.767 7.727 0.0012
C 7.624 7.017 7.534 -0.0031
C 7.807 7.481 6.054 -0.0012
C 6.122 6.725 7.738 -0.0002
P 8.253 8.354 8.675 0.0384
C 7.285 9.830 8.445 0.0098
C 6.100 9.861 9.217 0.0173
C 5.186 10.899 9.073 0.0029
C 5.480 11.878 8.152 0.0015
C 6.592 11.796 7.332 0.0007
C 7.522 10.780 7.419 0.0014
C 10.077 8.640 8.391 0.0106
C 10.803 7.522 9.258 0.0237
C 10.308 10.115 8.941 -0.0006
C 10.707 8.579 7.012 0.0031
H 7.893 4.864 7.449 0.0001
H 8.902 5.651 8.711 0.0010
H 9.355 5.886 7.008 0.0001
H 7.124 6.970 5.366 -0.0003
H 8.856 7.435 5.735 0.0000
H 7.547 8.562 5.964 -0.0001
H 5.868 5.841 7.151 0.0000
H 5.487 7.549 7.352 0.0000
H 5.873 6.435 8.764 0.0001
H 5.868 9.137 9.978 0.0093
H 4.331 10.994 9.692 0.0001
H 4.828 12.721 7.995 0.0001
H 6.671 12.587 6.584 0.0001
H 8.406 10.767 6.826 0.0001
H 11.837 7.835 9.475 0.0023
H 10.890 6.653 8.631 0.0001
H 10.400 7.279 10.302 0.0101
H 9.661 10.414 9.742 -0.0002
H 10.153 10.847 8.140 -0.0001
H 11.353 10.249 9.261 0.0000
H 10.875 7.536 6.578 0.0001
H 11.721 8.970 7.135 0.0010
H 10.180 9.130 6.255 0.0002
```

***

[2]
Formula: C25H36O4Rb
Source: the OMol25 dataset
Level of theory: ωB97M-V/def2-TZVPD

Output
Lowest unoccupied orbital energy, eV: 2.1
Net charge: -1
Relative energy (zero: lowest compared OMol25 entry of this formula, charge and spin), kcal/mol: 1.6
E_tot, Eh: -1299.4112
Kohn-Sham gap, eV: 5.8537

The geometry in XYZ format:
```
66
Properties=species:S:1:pos:R:3:mulliken_charge:R:1
Rb 0.422 -0.167 0.838 0.7680
C 2.032 0.991 4.379 -1.5404
C 0.599 0.685 4.045 1.1535
C 0.144 -0.629 4.102 -0.6627
C -1.150 -0.957 3.708 0.7643
C -1.587 -2.393 3.681 -1.3880
C -1.995 0.063 3.276 -0.6820
C -1.577 1.388 3.230 0.9296
C -2.493 2.459 2.711 -1.4915
C -0.272 1.683 3.623 -0.6419
H 2.379 0.378 5.210 0.3870
H 2.172 2.042 4.635 0.4442
H 2.666 0.734 3.528 0.2048
H 0.836 -1.411 4.379 0.0486
H -1.121 -2.960 4.487 0.3963
H -1.273 -2.861 2.745 0.1400
H -2.670 -2.486 3.770 0.4297
H -3.005 -0.182 2.961 0.3242
H -2.298 3.419 3.189 0.3962
H -3.539 2.201 2.876 0.3973
H -2.354 2.592 1.635 0.1804
H 0.072 2.712 3.579 0.3140
C 2.841 -4.369 0.512 -2.0026
C 2.023 -3.088 0.393 1.5117
C 1.856 -2.699 -1.077 -1.1239
O 0.718 -3.288 0.969 -0.1879
C 2.787 -1.973 1.197 0.0963
O 3.850 -1.592 0.688 -0.7616
O 2.238 -1.555 2.241 -0.5601
H 2.386 -5.177 -0.073 0.5063
H 2.894 -4.674 1.558 0.4021
H 3.850 -4.199 0.142 0.3815
H 1.525 -3.569 -1.655 0.4383
H 2.805 -2.345 -1.475 0.2914
H 1.092 -1.933 -1.251 -0.0020
H 0.410 -4.151 0.670 0.2710
C -2.659 -1.168 -2.224 -1.2539
C -2.938 0.190 -2.869 0.4369
C -3.695 1.103 -1.902 -1.3669
C -1.683 0.839 -3.415 0.4147
C -1.551 1.015 -4.782 -0.7056
C -0.426 1.604 -5.342 -1.1388
C 0.579 2.034 -4.487 -0.6803
C 0.505 1.885 -3.111 0.2402
C 1.678 2.375 -2.282 0.6199
C 1.283 3.218 -1.070 -1.4459
C 2.658 1.266 -1.889 -1.1264
C -0.636 1.249 -2.526 0.2856
O -0.719 1.033 -1.259 -0.3953
H -3.587 -1.635 -1.883 0.4670
H -1.996 -1.044 -1.368 0.0345
H -2.175 -1.846 -2.931 0.3031
H -3.594 0.012 -3.731 0.4481
H -3.061 1.346 -1.051 0.0399
H -4.603 0.611 -1.543 0.4361
H -3.983 2.035 -2.392 0.3447
H -2.361 0.680 -5.425 0.3049
H -0.336 1.733 -6.414 0.3304
H 1.462 2.511 -4.905 0.3080
H 2.244 3.039 -2.949 0.4029
H 0.653 2.640 -0.395 0.0515
H 0.702 4.090 -1.377 0.3953
H 2.173 3.570 -0.540 0.4178
H 2.312 0.590 -1.102 -0.0713
H 3.589 1.699 -1.512 0.4255
H 2.902 0.638 -2.747 0.3452
```

***

[3]
Formula: C25H37Cl2N4O10
Source: the OMol25 dataset
Level of theory: ωB97M-V/def2-TZVPD

Output
Lowest unoccupied orbital energy, eV: -2.4
Net charge: +1
E_tot, Eh: -2866.4461
Kohn-Sham gap, eV: 9.5508

The geometry in XYZ format:
```
78
Properties=species:S:1:pos:R:3:mulliken_charge:R:1
C -3.142 0.072 -1.325 -0.8255
C -1.661 0.181 -0.961 0.8143
Cl -1.112 1.615 -0.081 0.0323
C -0.788 -0.772 -1.275 -0.6735
Cl -1.238 -2.253 -2.153 -0.1797
N 0.596 -0.708 -0.903 0.0873
C 0.952 -1.189 0.277 0.2281
N 2.258 -1.207 0.699 -0.5096
C 2.231 -1.787 1.913 -0.2555
N 0.969 -2.098 2.215 -0.2028
N 0.155 -1.712 1.218 0.3330
H -3.417 -1.002 -1.394 0.2758
H -3.801 0.505 -0.551 0.2689
H -3.337 0.512 -2.322 0.2168
H 1.284 -0.334 -1.549 0.2388
H 3.124 -1.967 2.540 0.7092
H 0.605 -2.540 3.052 0.2162
H -0.859 -1.788 1.162 0.2538
O 3.960 -5.229 -4.984 -0.5378
C 3.375 -4.485 -4.259 0.4150
O 2.350 -3.685 -4.666 -0.3570
C 1.939 -2.837 -3.587 -0.2569
C 2.404 -3.542 -2.324 0.0635
C 3.669 -4.245 -2.794 -0.5159
H 2.411 -1.857 -3.714 0.2203
H 0.858 -2.713 -3.612 0.1557
H 2.562 -2.865 -1.484 -0.0100
H 1.661 -4.286 -2.021 0.2113
H 4.548 -3.604 -2.709 0.2891
H 3.830 -5.184 -2.270 0.3175
O -0.644 3.971 1.710 -0.6205
C 0.123 4.812 1.330 0.5998
O 1.469 4.698 1.438 -0.3414
C 2.096 5.915 0.993 -0.4391
C 1.076 6.581 0.090 -0.5839
C -0.241 6.146 0.717 -0.2122
H 2.335 6.522 1.869 0.2695
H 3.019 5.678 0.467 0.3185
H 1.198 7.661 0.025 0.3393
H 1.153 6.174 -0.921 0.2715
H -0.560 6.824 1.510 0.3092
H -1.026 6.031 -0.027 0.0869
O -5.348 -3.492 -0.345 -0.5760
C -4.644 -4.459 -0.356 0.4510
O -3.298 -4.403 -0.157 -0.3026
C -2.729 -5.712 -0.341 -0.4008
C -3.877 -6.680 -0.125 -0.5375
C -5.072 -5.882 -0.629 -0.3593
H -2.319 -5.774 -1.353 0.2495
H -1.923 -5.863 0.376 0.3218
H -3.738 -7.633 -0.633 0.3244
H -3.995 -6.883 0.942 0.2664
H -5.223 -6.006 -1.702 0.2630
H -5.981 -6.125 -0.085 0.3017
O -3.794 2.846 -2.676 -0.5683
C -4.371 3.605 -1.949 0.4850
O -5.368 4.422 -2.359 -0.3689
C -5.770 5.281 -1.277 -0.4405
C -5.329 4.563 -0.016 -0.6446
C -4.078 3.833 -0.482 0.3712
H -5.276 6.248 -1.400 0.2384
H -6.847 5.429 -1.312 0.3461
H -5.161 5.233 0.826 0.3378
H -6.088 3.835 0.282 0.2946
H -3.186 4.454 -0.391 -0.1746
H -3.941 2.890 0.040 0.1220
O 4.473 -1.656 3.877 -0.7105
C 5.059 -0.602 3.842 0.5459
O 4.773 0.428 4.658 -0.3356
C 5.570 1.573 4.296 -0.3680
C 6.761 1.004 3.551 -0.5155
C 6.161 -0.223 2.881 -0.3759
H 4.963 2.234 3.672 0.2270
H 5.864 2.111 5.194 0.3166
H 7.212 1.711 2.856 0.3362
H 7.530 0.695 4.261 0.2669
H 5.719 0.015 1.910 0.2616
H 6.887 -1.027 2.782 0.3307
```

***

Look up the E_tot of the first one.
-1999.1643 Eh

***

Which of these has the lowest net charge?
C25H36O4Rb